Record 1
{"formula": "C4H9NO2", "method": "wB97M-V/def2-TZVPD", "smiles": "C[C@@H](O)CNC=O", "homo_energy_ev": -9.5, "e_tot_ev": -9878.47317, "de_lowest_kcal_mol": 36.6, "spin_multiplicity": 1, "max_force_ev_per_a": 3.7, "symbols": ["C", "C", "O", "C", "N", "C", "O", "H", "H", "H", "H", "H", "H", "H", "H", "H"], "xyz": [[1.0759, -1.2746, -1.3934], [0.1578, -0.2837, -0.7280], [-1.0786, -0.9120, -0.5313], [0.7144, 0.1697, 0.6254], [-0.1158, 1.1802, 1.2243], [-1.4497, 1.0616, 1.3521], [-2.2254, 0.1572, 1.5519], [2.0409, -0.8144, -1.6197], [0.6415, -1.6343, -2.3280], [1.2335, -2.1257, -0.7263], [0.0443, 0.5920, -1.3888], [-1.7370, -0.2278, -0.2210], [0.7486, -0.6816, 1.3065], [1.7150, 0.5970, 0.5355], [0.1998, 2.1346, 1.1903], [-1.9650, 2.0617, 1.1506]], "nbo_charge": [-0.620, 0.088, -0.718, -0.248, -0.616, 0.521, -0.591, 0.205, 0.227, 0.213, 0.150, 0.483, 0.213, 0.206, 0.399, 0.088]}

---

Record 2
{"formula": "C4H9NO2", "method": "wB97M-V/def2-TZVPD", "homo_energy_ev": [-6.1, -6.1], "e_tot_ev": -9873.57771, "de_lowest_kcal_mol": 149.5, "spin_multiplicity": 1, "max_force_ev_per_a": 2.2, "symbols": ["C", "C", "C", "C", "O", "O", "N", "H", "H", "H", "H", "H", "H", "H", "H", "H"], "xyz": [[-0.6808, 0.2472, -1.5637], [0.5471, -0.0625, 1.1323], [1.6345, -1.0235, 1.4867], [-1.3755, 1.1503, -0.6053], [-1.5147, -0.7903, -1.9745], [0.5129, -0.3379, -0.6993], [-1.4320, 2.3972, -0.7583], [-2.2745, -0.7690, -1.3660], [0.4870, -1.2977, -0.8324], [-0.2235, 0.7120, -2.4355], [-1.8035, 2.8537, 0.0799], [-0.4359, -0.2631, 1.5328], [0.7913, 0.9907, 1.1618], [1.8814, -0.8970, 2.5470], [2.5528, -0.8437, 0.9269], [1.3333, -2.0666, 1.3675]], "nbo_charge": [0.265, -0.017, -0.689, -0.177, -0.706, -0.624, -0.710, 0.479, 0.509, 0.183, 0.331, 0.233, 0.222, 0.248, 0.234, 0.221]}

---

Record 3
{"formula": "C4H9NO2", "method": "wB97M-V/def2-TZVPD", "smiles": "CCC(=O)NCO", "homo_energy_ev": -9.7, "e_tot_ev": -9878.55232, "de_lowest_kcal_mol": 34.8, "spin_multiplicity": 1, "max_force_ev_per_a": 2.3, "symbols": ["O", "C", "N", "C", "O", "C", "C", "H", "H", "H", "H", "H", "H", "H", "H", "H"], "xyz": [[1.9390, -0.3835, -0.9715], [0.9437, -0.2582, -0.3146], [-0.2480, 0.2697, -0.8360], [-0.9843, 1.4432, -0.4535], [-2.3907, 1.1703, -0.4652], [0.8896, -0.4679, 1.1951], [0.2952, -1.8249, 1.5583], [-0.4478, -0.0977, -1.7461], [-0.8087, 2.1532, -1.2608], [-0.7197, 1.9281, 0.4841], [-2.6121, 0.9440, 0.4205], [0.3013, 0.3698, 1.5696], [1.8919, -0.4822, 1.6240], [-0.7544, -2.0034, 1.2961], [0.3138, -2.0239, 2.6310], [0.8427, -2.6551, 1.1032]], "nbo_charge": [-0.557, 0.704, -0.698, 0.089, -0.711, -0.500, -0.606, 0.399, 0.172, 0.176, 0.463, 0.203, 0.227, 0.209, 0.213, 0.216]}